Record 1
This record from the OMol25 dataset describes C4H7N3O2 in the gas phase in a non-equilibrium geometry. The level of theory is ωB97M-V/def2-TZVPD.

Computed properties:
M	129.12	g/mol
calculated total energy	-12822.70961	eV
ΔE to the lowest compared entry with this formula, charge and spin	111.2	kcal/mol

The geometry in XYZ format:
```
16
Properties=species:S:1:pos:R:3:lowdin_charge:R:1
C 1.4223 0.5232 -0.6081 0.119
C 1.2038 -0.6879 -1.2500 -0.170
C 0.0199 0.1844 1.7881 -0.498
C -0.5298 0.4820 0.3908 -0.331
N -1.0630 -0.6182 -0.3499 0.002
N -1.1751 1.6681 0.1185 0.093
N 0.0352 -1.5271 -0.7852 -0.086
O 0.0823 0.9287 2.7419 0.106
O 0.4863 -1.0646 1.8163 0.082
H 2.0572 1.3233 -0.8174 0.021
H 1.8181 -1.2890 -1.8041 0.052
H -1.5570 -0.3730 -1.2183 0.130
H -0.9211 2.4640 0.7427 0.126
H -2.1641 1.5818 -0.0608 0.094
H -0.3785 -2.1400 -1.6078 0.170
H 0.6634 -1.4556 0.9035 0.088
```

=====

Record 2
This record from the OMol25 dataset describes C4H7N3O2S in the gas phase in a non-equilibrium geometry. The level of theory is ωB97M-V/def2-TZVPD.

Computed properties:
M	161.19	g/mol
calculated total energy	-23659.35106	eV
ΔE to the lowest compared entry with this formula, charge and spin	53.0	kcal/mol

The geometry in XYZ format:
```
17
Properties=species:S:1:pos:R:3:lowdin_charge:R:1
C -0.4295 2.1743 -1.0081 -0.182
C -0.0620 -0.0415 -2.0878 -0.649
C -0.3169 0.7218 -0.7697 -0.193
C -0.6017 -1.2525 0.5507 -0.037
N 0.5091 3.0473 -0.9648 -0.329
N 1.9213 1.0264 -0.5078 -0.292
N -0.8226 0.1677 0.3055 0.056
O 1.0881 -0.3321 -2.4347 0.030
O -1.2067 -0.0263 -2.5086 0.094
S 2.0744 2.7186 -0.6322 0.883
H -1.4738 2.3666 -1.3834 0.148
H 0.3762 -1.5064 0.6849 0.053
H -1.1936 -1.5847 1.5108 0.134
H -0.9118 -1.9877 -0.1267 0.075
H 2.7128 0.6304 -0.0142 0.053
H 1.8405 0.4929 -1.3931 -0.011
H -1.2496 0.6329 1.1064 0.166
```